# C2H3NOS2

The molecule C2H3NOS2 (ωB97M-V with the def2-TZVPD basis set, OMol25).

* total energy: -27329.63796 eV
* strongest force on any atom: 1.610 eV/Å
* ΔE to the lowest compared entry with this formula, charge and spin: 1.139 eV
* orbital gap: 0.332 Ha
* lowest unoccupied orbital energy: -0.010 Eh

The geometry in ORCA input format:
```
! wB97M-V def2-TZVPD RIJCOSX def2/J DEFGRID3
* xyz 0 1
S -2.507 0.232 -0.069
S 0.420 1.870 0.025
O 2.414 -0.212 -0.097
N 0.179 0.185 0.125
C -1.045 -0.422 0.076
C 1.306 -0.635 -0.054
H -0.807 2.185 -0.288
H -1.027 -1.483 0.363
H 1.068 -1.718 -0.080
*
```